19
Properties=species:S:1:pos:R:3:forces:R:3:mulliken_charge:R:1 method="wB97M-V/def2-TZVPD" gap_ha=0.4421 smiles=CCC.CC e_lumo_ev=1.121 e_above_lowest_kcal_mol=21.60
C -1.83623 -1.17847 0.01731 0.3 -0.1 1.3 -0.873
C 0.51188 -1.66291 -0.90189 -0.6 1.0 0.1 -0.612
C 0.44615 2.83900 0.51923 0.8 -0.4 -0.4 -0.923
C 1.37887 1.61432 0.70348 0.1 2.0 1.3 -0.752
C -0.87633 -2.23979 -0.45557 2.2 -1.1 -0.5 -0.317
H 1.85469 1.48553 -0.23937 0.4 -0.8 -0.7 0.239
H -0.49880 -3.02451 0.21065 -1.1 0.4 1.0 0.228
H -2.60065 -1.53325 0.71042 -0.2 -0.3 -0.3 0.329
H 1.40177 -2.08851 -0.43458 -0.2 -0.9 -0.5 0.337
H -0.15787 3.07583 1.39199 -0.6 -0.5 -0.3 0.300
H -2.30852 -0.59441 -0.76847 0.1 -0.1 -0.2 0.269
H 0.49441 -1.68941 -1.98251 0.8 0.1 -0.3 0.309
H -1.24480 -0.50788 0.64807 -0.1 0.3 -0.2 0.162
H 2.15887 1.89116 1.41565 0.1 -0.3 0.1 0.362
H 0.96501 3.78519 0.34185 0.5 -0.3 -0.1 0.342
H 0.85772 0.74736 1.09187 0.0 -0.1 -0.3 0.175
H -0.01507 2.60159 -0.43799 -1.2 0.5 0.4 0.254
H 0.68846 -0.63492 -0.56548 -0.7 0.1 -0.4 -0.153
H -1.21954 -2.88592 -1.26465 -0.5 0.4 -0.3 0.324